No. 1
21
Properties=species:S:1:pos:R:3:forces:R:3 method="wB97M-V/def2-TZVPD" lumo_energy_ev=-3.58 total_energy_ha=-378.930006 homo_lumo_gap_ha=0.320 total_charge=+1 e_above_lowest_kcal_mol=66.4
C -0.382010 -2.491242 -0.570246 0.192 0.417 0.353
C -0.515631 -1.449401 -1.400315 -0.084 0.427 -0.165
N 0.444323 -0.740708 -2.050701 0.045 -0.216 0.535
N -1.608285 -3.039577 0.030952 -0.519 -0.172 -0.537
H 0.518370 -2.849215 -0.097808 0.095 -0.073 -0.247
H -1.506484 -1.061172 -1.629814 -0.109 -0.288 0.024
H 0.199491 0.223280 -2.209140 -0.032 0.042 -0.310
H 1.387367 -0.825463 -1.703677 0.133 -0.135 -0.101
H -1.827200 -2.707580 0.969818 0.174 0.149 0.194
H -1.590576 -4.056681 0.066654 0.096 -0.223 0.038
H -2.406270 -2.806046 -0.567096 -0.016 0.013 0.121
C 1.342936 0.866595 0.628429 -0.061 0.015 0.044
N 0.080578 3.338303 0.452635 0.006 0.122 0.544
C 0.558167 2.776064 1.706142 -0.022 0.000 -0.477
N 1.121755 1.655140 1.835908 -0.074 0.283 -0.274
H 0.840863 -0.096551 0.741514 0.063 -0.040 0.128
H 2.408825 0.674906 0.490358 0.016 -0.006 0.241
H 0.973318 1.348034 -0.272814 -0.067 0.126 -0.053
H -0.905396 3.538229 0.609192 -0.124 -0.098 -0.173
H 0.472317 4.277892 0.406339 0.132 -0.040 -0.232
H 0.393541 3.425194 2.563672 0.153 -0.303 0.345

No. 2
21
Properties=species:S:1:pos:R:3:forces:R:3 method="wB97M-V/def2-TZVPD" lumo_energy_ev=0.42 total_energy_ha=-5748.425426 homo_lumo_gap_ha=0.360 e_above_lowest_kcal_mol=0.0
C 1.404177 -0.297074 -3.431111 0.094 0.041 -0.138
C 0.642487 -1.376721 -3.017519 0.012 -0.021 -0.027
C 1.536326 0.816469 -2.618966 0.007 0.113 0.096
C 0.007383 -1.334347 -1.786404 -0.012 -0.146 -0.063
C 0.895862 0.869886 -1.385149 0.147 0.143 -0.106
C 0.147732 -0.214624 -0.994473 -2.352 -0.396 3.201
C -0.953243 0.729671 3.734470 -0.039 0.040 0.152
C -0.126386 0.344124 2.512494 -0.341 -0.160 -0.181
Si -1.175834 -0.254546 1.055015 2.108 0.436 -2.594
Br -1.988083 -2.314582 1.294609 0.221 0.255 0.013
Br -2.926512 1.100006 0.747071 0.288 -0.148 0.044
H 1.892378 -0.315658 -4.395127 0.047 -0.022 -0.048
H 0.536338 -2.245643 -3.650389 0.000 -0.067 -0.065
H 2.133657 1.655418 -2.943426 0.059 0.085 -0.059
H -0.593418 -2.172397 -1.462505 -0.051 -0.056 0.044
H 0.988437 1.751321 -0.767538 0.002 0.064 0.067
H -1.685517 1.498491 3.488869 -0.029 -0.028 0.047
H -1.480801 -0.136093 4.136517 -0.056 0.045 0.033
H -0.305515 1.124745 4.519299 -0.042 -0.039 0.006
H 0.591193 -0.432845 2.786349 -0.015 -0.098 -0.214
H 0.459337 1.204398 2.177912 -0.048 -0.042 -0.209